The following is a DFT calculation (the ωB97M-V functional and the def2-TZVPD basis) of C3H9N3O2 as an isolated structure in a non-equilibrium geometry.

Values from the calculation:
DFT total energy: -11807.6734 eV
net charge: 0
LUMO level: -0.311 eV
frontier orbital gap: 8.28 eV
energy relative to the best compared isomer or geometry (same formula, charge and spin): 1581.0 kJ/mol
HOMO energy: -0.3158 Eh

Geometry as XYZ:
```
17
C3H9N3O2 (the ωB97M-V functional and the def2-TZVPD basis)
C -0.6145 -0.2901 -0.0304
C 0.5843 -1.0608 -0.7685
C 1.9145 -1.0558 0.0148
H -3.0737 -1.2005 1.3328
H -2.5030 1.2888 0.7089
H 1.0150 -0.9422 -1.9315
H 0.0256 -2.0632 -0.9982
H 1.7666 -2.0613 0.9505
H 2.7465 -1.3748 -1.0119
H 2.2046 0.2722 2.0352
H -1.5128 1.6755 -0.1733
H 1.1940 2.0565 0.3425
N -2.8538 -0.1974 0.1970
N -1.6909 -0.9178 0.1248
N -0.5646 1.2568 -0.0171
O 2.2529 0.2489 0.8033
O 0.5716 1.7259 -0.6387
```